3 unconnected molecules or ions with the total composition C11H29N4O4 in a non-equilibrium geometry, computed with ωB97M-V/def2-TZVPD.

Cartesian coordinates (Å):
N1 0.27203 2.67332 -0.48117
C1 0.37514 1.48607 -1.41764
C2 -0.28200 0.09191 -0.81461
C3 -1.89300 0.40856 -0.55413
O1 -2.54555 0.97553 -1.75187
N2 -3.14766 2.13662 -1.42286
O2 -2.82738 3.04501 -2.17971
H1 -0.34125 3.43400 -0.87396
H2 -0.05098 2.40950 0.47541
H3 -0.16751 1.81778 -2.42610
H4 1.49288 1.23329 -1.74576
H5 -0.14006 -0.74625 -1.62742
H6 -1.91268 1.14583 0.37956
H7 -2.51148 -0.53784 -0.24690
C4 0.19365 1.89486 4.25866
C5 0.36907 3.09539 3.33075
C6 1.10861 4.28216 3.99091
O3 0.30796 5.04294 4.90029
C7 0.19645 4.47604 6.19684
N3 -0.94783 3.49909 2.81772
H8 -0.60034 2.04313 4.99544
H9 -0.07477 1.00353 3.67885
H10 1.12217 1.67399 4.79507
H11 0.97942 2.76018 2.48357
H12 1.39523 4.98261 3.19634
H13 2.04129 3.96110 4.46994
H14 1.11127 3.96277 6.50463
H15 -0.65607 3.79639 6.23478
H16 -0.00009 5.28609 6.90494
H17 -0.81629 4.23602 2.12500
H18 -1.43996 3.97189 3.58244
C8 -0.86784 -4.55806 -2.70871
C9 0.00800 -3.67951 -3.59983
C10 0.77591 -4.47180 -4.68322
O4 1.91271 -5.18932 -4.19370
C11 1.60263 -6.43770 -3.59347
N4 0.92200 -2.90053 -2.75235
H19 -0.29050 -5.11208 -1.96373
H20 -1.58703 -3.94072 -2.15702
H21 -1.43790 -5.27774 -3.30519
H22 -0.65970 -2.98042 -4.11756
H23 1.17454 -3.75003 -5.40728
H24 0.10984 -5.13686 -5.24581
H25 0.75799 -6.93278 -4.07985
H26 1.40628 -6.30133 -2.52904
H27 2.48034 -7.08405 -3.68334
H28 1.43559 -2.24579 -3.34207
H29 1.64691 -3.54277 -2.41683

Cartesian forces (eV/Å) of the 6 atoms listed first:
-0.35 0.14 -0.27
-0.63 -1.27 -1.07
-1.56 1.48 -1.24
2.41 -1.76 2.49
-0.16 0.79 -0.11
0.97 1.87 -1.24

Its lowest unoccupied orbital energy is 2.8 eV. As for the charge: -1. The highest occupied orbital energy is -1.82 eV. The value obtained for the frontier orbital gap is 4.59 eV. As for the total energy: -956.2489 Ha.

Löwdin atomic charge list, values in e, 2 entries: N -0.076; C -0.399